8 unconnected molecules or ions with the total composition C18H52N2O11 at a distorted geometry. Source: the OMol25 dataset; level of theory: ωB97M-V/def2-TZVPD.

Output
calculated total energy: -44995.2584 eV
strongest force on any atom: 9.63 eV/A
lowest unoccupied orbital energy: -1.038 eV
orbital gap: 0.2831 hartree
relative energy (zero: lowest compared OMol25 entry of this formula, charge and spin): 0.0 kcal per mole
HOMO: -8.74 eV

Last column: Mulliken charge in e.
Element x y z (Å)
O -37.716 27.357 40.495  -0.521
H -44.224 18.514 40.449  0.322
C -37.342 28.929 35.713  0.373
H -42.654 20.689 40.765  0.498
C -43.897 25.740 38.527  -1.684
C -37.865 28.872 44.191  -0.258
C -43.291 18.110 40.236  -0.803
H -36.958 30.549 38.487  0.117
O -40.238 30.513 40.149  -0.537
O -41.680 25.348 39.432  -0.495
H -40.005 29.734 39.780  0.150
H -41.494 19.951 39.716  0.436
O -37.140 28.896 42.933  -0.461
H -41.069 22.409 41.731  0.390
H -37.319 29.528 46.246  0.379
H -38.317 27.995 44.438  0.354
C -39.061 23.495 42.442  -0.056
C -36.446 30.292 39.366  0.519
H -38.693 30.340 36.139  0.305
C -36.132 24.681 37.035  -1.353
H -39.402 28.932 35.109  0.581
H -36.303 28.294 39.240  0.341
H -44.495 26.428 38.003  0.430
H -35.726 29.524 34.860  0.313
H -42.607 27.314 39.127  0.159
H -34.651 31.341 38.645  0.444
C -39.176 22.022 42.376  -0.849
H -37.297 25.124 41.856  0.117
O -37.789 23.764 43.140  -0.407
C -35.326 31.445 39.441  -1.718
C -42.527 26.336 38.735  0.142
C -37.350 25.095 43.053  -0.298
N -38.917 27.359 40.284  1.162
C -37.001 25.358 38.066  0.686
H -37.883 25.883 43.307  0.201
H -41.745 28.996 40.420  -0.166
H -38.413 21.537 42.065  0.569
H -36.369 25.149 43.636  0.251
C -38.846 29.291 35.809  -1.277
C -41.417 30.100 40.892  0.625
H -36.435 26.068 38.829  -0.001
H -36.754 24.087 36.434  0.325
H -38.460 26.514 38.040  0.265
H -39.865 23.968 43.075  0.288
H -40.966 29.902 41.968  0.020
H -41.297 20.368 42.783  0.404
O -38.124 26.018 37.352  -0.507
H -39.316 24.170 41.440  0.006
H -43.900 24.753 38.060  0.312
O -39.299 27.869 39.243  -0.496
H -34.687 31.133 40.170  0.441
C -42.398 31.331 40.942  -1.115
O -39.680 26.711 41.076  -0.848
H -37.191 27.896 35.192  0.195
C -36.878 29.303 45.260  -1.118
H -39.291 28.808 36.490  0.168
H -43.136 17.096 40.167  0.326
H -37.696 28.335 42.431  0.217
O -35.807 29.070 39.135  -0.683
H -35.566 25.542 36.447  0.247
H -41.888 32.228 41.292  0.312
H -39.413 21.753 43.452  0.259
H -35.684 32.458 39.318  0.373
O -36.691 29.705 34.659  -0.589
N -40.427 21.668 41.648  0.067
H -40.048 19.563 41.772  0.248
H -42.174 26.405 37.812  0.351
H -43.034 18.311 39.100  0.282
H -36.185 28.376 45.340  0.219
H -36.887 28.975 36.731  -0.011
H -38.658 29.512 43.971  0.342
O -42.327 18.614 41.037  -0.309
H -37.347 24.495 38.781  -0.093
H -44.325 25.676 39.413  0.486
H -43.477 30.977 41.446  0.272
H -40.177 21.668 40.741  0.303
H -36.994 30.221 40.383  0.091
H -36.281 30.375 45.035  0.220
C -40.894 20.322 41.805  -0.548
H -40.816 25.683 39.815  0.296
H -42.817 31.671 39.928  0.290
C -41.915 20.001 40.725  -0.682
H -35.221 24.151 37.351  0.393